Entry 1:
Molecular formula: C23H29CrFN6O5S3Si
Method: DFT, ωB97M-V/def2-TZVPD

Computed properties:
Total charge ... -2
2S+1 ... 5
Energy relative to the best compared isomer or geometry (same formula, charge and spin) ... 0.5860 eV
E_tot ... -4227.19092 hartree
Orbital gap (spin up / spin down) ... 5.571 / 5.602 eV

Structure (XYZ):
```
69
C23H29CrFN6O5S3Si, DFT ωB97M-V/def2-TZVPD
H 0.514 2.640 0.760
H 5.578 0.572 -0.241
N -0.227 1.419 -3.599
H 6.267 2.870 -0.401
O -4.405 -3.757 -2.364
H -1.402 -4.771 4.481
H -3.161 -3.518 -0.714
H -3.749 -5.165 -1.099
S -2.739 -1.787 -2.930
H 2.088 1.704 -3.550
Si 1.176 0.553 1.941
C 3.867 2.370 -2.544
C -0.128 -1.704 3.736
H -4.108 2.128 0.702
Cr -1.272 -0.449 -0.266
C 4.817 0.826 -0.973
C -3.557 0.308 1.675
C -1.343 -3.873 2.522
C -0.555 0.760 -2.482
H 1.373 1.009 4.425
H 3.889 3.330 -3.051
C -0.488 -2.818 4.483
C 3.804 -0.078 -1.252
H -0.294 -2.817 5.551
O -2.918 -0.389 0.805
O 1.759 -2.038 -1.631
H -1.819 -4.689 1.994
H 0.324 -0.863 4.246
H -2.446 -4.399 -2.067
C -0.965 -2.765 1.812
C -4.223 -2.596 -3.039
H -1.492 2.019 1.990
N -1.706 0.973 -1.794
C -3.462 1.837 1.537
H 2.887 -0.846 3.084
H 2.266 2.409 0.732
H 3.758 -1.033 -0.747
C 4.849 2.065 -1.602
H 3.680 0.400 2.099
N -2.134 2.406 1.305
N 5.883 2.983 -1.327
H -3.512 1.922 -1.703
C 2.859 1.467 -2.827
F -1.167 -2.774 0.465
N 0.186 -0.177 -1.843
H 1.243 1.498 -0.381
N -0.053 -0.558 1.527
C -1.103 -3.911 3.895
H -1.781 2.078 0.413
C -1.138 2.267 -4.054
C 2.845 -0.307 2.132
C -2.593 1.820 -2.268
H -0.125 1.689 3.791
C 2.815 0.245 -2.166
H 1.414 2.501 3.483
H -0.877 2.789 -4.971
H -3.082 3.196 -3.860
H 5.603 3.941 -1.472
C -0.360 -1.612 2.348
C 0.932 1.520 3.565
C -2.357 2.514 -3.444
H 2.974 -1.038 1.332
S 1.488 -0.899 -2.464
S -5.565 -2.122 -3.947
O 1.395 -1.061 -3.887
O -4.262 -0.148 2.569
H -3.892 2.272 2.438
C -3.368 -4.230 -1.511
C 1.303 1.894 0.633
```

Mulliken population analysis, charges in e, atoms 1 to 5: 0.462, 0.271, -0.406, 0.228, -0.401



Entry 2:
Molecular formula: C23H29F19NO11
Method: DFT, ωB97M-V/def2-TZVPD

Computed properties:
Total charge ... -1
2S+1 ... 1
E_tot ... -3673.70237 hartree
Orbital gap ... 3.382 eV

Structure (XYZ):
```
83
C23H29F19NO11, DFT ωB97M-V/def2-TZVPD
H 4.122 6.329 1.630
H -4.341 3.502 2.429
H -3.719 -3.996 -2.580
C -4.768 5.183 1.169
H 2.297 -8.384 0.880
C -0.804 2.913 -1.362
C -3.074 -4.170 -1.716
C -0.554 -2.595 -2.545
F -2.706 8.131 4.988
C -0.912 -8.154 0.763
F -0.789 -1.531 -4.673
H -0.969 3.112 -0.301
F -2.357 6.143 5.748
F -1.455 6.766 3.891
F 4.855 -2.962 2.176
C 4.054 5.565 0.793
O -4.878 6.860 3.852
H 4.560 6.064 -0.116
O -1.135 -3.675 -3.091
H 4.341 0.628 -0.320
F -3.715 5.767 -2.479
H 1.153 -8.572 2.201
F -1.581 -7.655 -1.476
F 0.350 -0.482 -3.178
O 0.355 -8.134 0.318
F -5.220 4.223 -2.447
C 1.323 -8.798 1.146
H -1.773 -5.570 -2.691
F -1.646 -6.038 -0.044
C -3.024 3.618 -1.730
C -4.599 4.557 2.538
H 0.356 -10.734 1.166
H -3.830 5.146 0.612
F 2.177 3.054 0.981
O -0.489 -2.383 -1.366
C -3.912 4.447 -2.653
F -3.118 -7.613 0.026
C -1.817 -7.369 -0.182
F 5.219 -4.135 0.403
F 4.928 3.316 0.075
C -1.695 -4.619 -2.163
O -3.394 3.065 -0.730
H 2.103 -10.785 1.454
O -3.514 5.175 3.248
C 2.040 4.434 1.271
H -3.021 -3.230 -1.163
O -1.268 -8.686 1.777
C 4.937 4.294 1.162
C -0.842 1.433 -1.660
H 1.722 -0.474 -1.489
H -0.699 1.257 -2.725
F -3.681 4.193 -3.954
H 2.561 0.978 -2.075
H 1.462 -10.496 -0.178
H -1.808 0.998 -1.392
C -2.579 6.847 4.622
C 0.044 -1.705 -3.630
H -0.062 0.911 -1.106
C 2.694 0.007 -1.593
C 4.431 -3.176 0.917
F 1.178 -2.225 -4.135
H -5.050 6.236 1.249
C 3.353 0.170 -0.237
O 3.428 -1.101 0.438
H 6.926 3.982 0.998
H -5.538 4.661 0.599
C 4.448 -1.895 0.088
H 0.179 3.311 -1.616
H -1.029 -4.773 -1.322
H -3.536 -4.921 -1.075
F 3.197 -3.710 1.015
H 3.294 -0.627 -2.250
H 6.559 5.148 2.162
N 6.351 4.798 1.223
C 1.314 -10.291 0.885
F 2.297 4.716 2.613
C -3.801 6.330 3.867
O 2.700 5.257 0.370
O 5.274 -1.620 -0.739
H 2.748 0.824 0.391
O -1.760 3.623 -2.173
H -5.522 4.605 3.120
F 0.654 4.711 1.101
```

Mulliken population analysis, charges in e, atoms 1 to 5: 0.186, 0.360, 0.338, -0.988, 0.320



Entry 3:
Molecular formula: C23H29FN2O4RuSb2
Method: DFT, ωB97M-V/def2-TZVPD

Computed properties:
Total charge ... +2
2S+1 ... 1
Energy relative to the best compared isomer or geometry (same formula, charge and spin) ... 0.0128 eV
E_tot ... -1979.05135 hartree
Orbital gap ... 7.061 eV

Structure (XYZ):
```
62
C23H29FN2O4RuSb2, DFT ωB97M-V/def2-TZVPD
C 4.062 -1.082 -1.451
C 4.470 -2.406 -1.511
C 3.497 -0.550 -0.296
H 3.661 -3.328 1.634
H -0.484 -1.014 4.268
H -4.738 0.825 0.298
Sb 0.514 -0.941 1.758
C 2.649 -0.903 2.079
H 1.167 -0.250 -2.801
O -3.901 -1.340 -5.174
O -1.914 1.281 -0.171
C -0.434 -1.743 3.464
Sb 1.081 1.367 -0.677
H -2.230 2.643 3.496
C 3.132 0.906 -0.283
H -0.005 1.331 4.259
C -4.943 0.284 -2.181
H -2.445 -2.186 -3.369
C -0.920 3.627 2.002
C 1.151 3.240 -1.656
C -1.250 2.764 3.061
C 0.342 0.073 -2.167
O -2.246 -1.632 -0.935
H 2.954 0.097 2.384
H 1.053 -2.324 -0.480
O -2.208 0.293 1.715
H 0.695 -3.409 0.876
H -0.164 -0.776 -1.715
C -2.651 0.547 0.553
H 3.659 1.438 -1.077
C 3.332 -1.374 0.826
C 4.330 -3.214 -0.395
C 0.458 3.433 1.697
H 0.166 3.701 -1.627
H 1.441 3.067 -2.692
H 3.392 1.393 0.658
H -4.246 -0.828 0.709
H 2.858 -1.576 2.910
H 0.119 -2.622 3.787
H -5.661 0.973 -1.760
H 4.914 -2.795 -2.417
C 0.983 2.456 2.606
H -1.442 -2.020 3.164
H 1.028 4.008 0.985
H -1.592 4.298 1.490
N -3.098 -1.483 -3.049
C -3.065 -1.171 -1.724
H 1.888 3.891 -1.189
C 3.765 -2.695 0.760
N -3.999 -0.255 -1.309
F -5.840 0.467 -4.308
Ru -0.516 1.460 1.387
C -4.954 -0.044 -3.472
C 0.373 -2.511 0.349
H 4.665 -4.242 -0.419
C -0.079 2.026 3.439
C -3.984 -0.992 -4.033
H -0.375 0.648 -2.750
C -4.000 0.046 0.104
H -0.646 -2.602 -0.012
H 4.210 -0.440 -2.312
H 2.018 2.166 2.694
```

Mulliken population analysis, charges in e, atoms 1 to 5: -0.748, -0.747, 0.996, 0.447, 0.343



Entry 4:
Molecular formula: C23H29N3O3
Method: DFT, ωB97M-V/def2-TZVPD

Computed properties:
2S+1 ... 1
Energy relative to the best compared isomer or geometry (same formula, charge and spin) ... 2.6542 eV
E_tot ... -1283.83843 hartree
Orbital gap ... 7.438 eV

Structure (XYZ):
```
58
C23H29N3O3, DFT ωB97M-V/def2-TZVPD
C 4.506 1.705 0.965
H -6.476 -2.955 0.058
C -5.966 -0.498 -0.939
H 3.203 -0.032 0.864
H -4.212 2.268 1.293
H 8.707 -1.412 -1.635
C 3.124 1.070 0.796
H 7.308 0.584 -1.780
C -3.930 0.723 -0.173
H -7.661 -1.519 2.616
C -1.204 1.340 0.027
N -5.296 0.465 -0.231
H 4.385 2.792 0.916
H -7.869 -3.463 1.018
C 0.216 1.736 0.193
H 5.308 -0.599 1.824
H -5.856 1.058 0.367
H -7.945 -0.840 -1.606
N 2.576 1.470 -0.488
H -1.807 2.799 1.460
C -1.650 0.341 -0.838
C 6.043 -0.745 1.049
H -8.978 -1.281 0.569
C 3.463 1.056 -1.559
H -7.495 0.122 2.005
H 0.942 1.191 -1.725
H 3.590 -0.044 -1.583
H 4.937 1.455 1.934
H 3.039 1.376 -2.513
C -7.889 -1.372 0.479
H -6.185 -1.051 1.781
H -0.953 -0.213 -1.446
C -2.153 2.025 0.791
H 6.738 -2.542 1.969
C 7.814 -2.117 0.166
N 5.415 1.331 -0.096
C 4.838 1.708 -1.369
C -7.464 -0.470 -0.699
O -5.430 -1.294 -1.674
H 5.490 1.420 -2.191
H 2.462 1.427 1.584
H -8.043 -3.169 -0.713
H 1.123 -0.081 -0.493
C 1.222 1.006 -0.684
C 7.953 -1.222 -0.888
C -2.991 0.032 -0.938
H 4.715 2.796 -1.376
C 6.858 -1.860 1.136
C -3.492 1.726 0.695
O 8.629 -3.215 0.210
C 6.162 0.159 -0.008
O 0.541 2.595 0.982
C -7.548 -2.831 0.193
H 8.424 -3.733 0.996
C -7.265 -0.921 1.798
H -3.323 -0.743 -1.608
C 7.149 -0.106 -0.966
H -7.801 0.553 -0.517
```

Mulliken population analysis, charges in e, atoms 1 to 5: -1.486, 0.295, 0.576, 0.366, 0.315



Entry 5:
Molecular formula: C23H29N3O5S
Method: DFT, ωB97M-V/def2-TZVPD

Computed properties:
2S+1 ... 1
Energy relative to the best compared isomer or geometry (same formula, charge and spin) ... 23.7718 eV
E_tot ... -1831.68022 hartree
Orbital gap ... 8.313 eV

Structure (XYZ):
```
61
C23H29N3O5S, DFT ωB97M-V/def2-TZVPD
C 1.639 -3.112 0.183
C -5.895 0.258 1.101
H -0.260 -1.239 -0.456
H -3.661 1.591 1.680
H 3.589 -1.969 -2.400
H -4.889 2.120 -1.816
C -3.634 1.376 0.561
H 2.943 -4.597 0.586
H 0.856 2.195 0.813
H 1.822 -5.262 -0.462
C 0.677 1.662 -0.046
H 4.779 5.281 0.671
N -0.267 -1.775 0.299
H 1.024 2.220 -0.841
H 4.404 -4.352 -1.024
H -7.317 1.408 -2.268
H -8.711 0.160 -0.700
H 4.075 -2.182 -0.820
N -1.506 0.642 0.254
C 3.500 -4.030 -1.367
H -3.047 0.396 -1.140
H 5.996 2.057 -1.828
H 1.622 -0.083 -0.516
C 4.719 4.098 0.304
H 4.494 0.449 -0.923
H 2.067 -2.548 1.006
C 5.409 2.456 -1.301
S 2.794 0.693 1.227
O 3.391 -0.770 1.389
C -7.297 0.177 0.596
H 6.125 4.372 -1.467
O 2.029 -2.165 -1.228
H 3.070 -4.228 -2.278
C -5.126 1.012 0.242
H 0.052 0.621 2.244
C -1.024 0.169 1.721
C -7.947 0.542 -0.484
C 4.605 1.394 -0.546
O 2.140 1.451 2.347
C 3.269 -2.361 -1.543
H -7.909 -0.372 1.592
H -3.575 2.408 0.201
O -0.592 -2.051 2.654
C -0.502 -1.386 1.561
H -1.704 0.194 2.276
C 3.734 1.810 0.573
C -2.946 0.319 0.050
H -3.160 -0.758 0.455
H -5.671 0.038 1.959
C 3.838 3.020 0.898
C 0.237 -3.320 -0.032
H -0.075 -3.481 -0.863
C 5.421 3.630 -0.926
C -0.843 1.414 -0.408
O -1.194 1.819 -1.565
H -0.083 -3.863 1.028
C -6.979 1.234 -1.451
H 3.224 3.353 1.775
N 1.497 0.608 -0.112
C 2.458 -4.291 -0.346
C -5.685 1.548 -1.090
```

Mulliken population analysis, charges in e, atoms 1 to 5: 0.524, -0.852, 0.287, 0.251, 0.777



Entry 6:
Molecular formula: C23H29NO3
Method: DFT, ωB97M-V/def2-TZVPD

Computed properties:
2S+1 ... 1
Energy relative to the best compared isomer or geometry (same formula, charge and spin) ... 2.5626 eV
E_tot ... -1174.28222 hartree
Orbital gap ... 8.836 eV

Structure (XYZ):
```
56
C23H29NO3, DFT ωB97M-V/def2-TZVPD
H -1.431 1.728 1.386
H 0.890 -0.200 0.943
H 1.672 1.128 -1.017
C -1.002 0.887 0.839
C 5.900 -0.477 -1.499
H 0.445 0.691 2.406
C -4.240 -0.061 -1.571
H -5.676 -1.588 -2.026
C -0.996 -0.080 -1.542
C -5.265 -0.159 0.995
H -2.650 2.006 -1.981
H -1.562 -0.012 1.106
H 5.372 -0.389 -2.449
H -2.710 2.639 -0.335
C -7.363 -2.002 1.492
H -6.628 -2.304 2.245
C -4.242 0.719 0.677
C 4.226 0.845 0.022
C -1.159 1.178 -0.661
C 4.211 -1.477 1.599
H -1.735 -0.828 -1.220
C 0.445 0.741 1.312
C 6.381 -1.920 -1.242
H -7.828 -1.058 1.796
C -5.259 -0.939 -1.272
C 3.452 -0.368 1.945
H 6.729 0.233 -1.502
H -5.652 -0.168 2.002
H -1.218 0.193 -2.578
H 4.245 1.740 -0.582
C -0.160 2.277 -1.051
C -5.782 -1.003 0.020
H -0.506 3.224 -0.630
C 1.251 2.020 -0.529
O 0.282 -0.661 -1.600
C 3.444 0.790 1.175
H -0.126 2.376 -2.137
H 4.214 -2.368 2.205
H 0.489 -1.044 -0.741
H -3.859 -0.021 -2.581
H 1.879 2.879 -0.782
O 5.768 -2.388 -0.039
H -8.131 -2.770 1.412
C 4.981 -0.248 -0.334
H 2.384 1.969 2.620
N 1.222 1.896 0.917
C 4.970 -1.403 0.447
H 7.466 -1.978 -1.107
H -3.867 1.376 1.448
H 3.001 2.888 1.235
H 2.856 -0.405 2.846
C -2.585 1.730 -0.927
H 6.094 -2.601 -2.049
C -3.701 0.779 -0.599
O -6.786 -1.906 0.214
C 2.539 1.944 1.537
```

Mulliken population analysis, charges in e, atoms 1 to 5: 0.315, 0.010, 0.349, -1.237, -0.701